(1)
Below is C30H33Cl2N5PtSb2Se as an isolated structure, with properties calculated with ωB97M-V/def2-TZVPD.

Properties
HOMO (eV): -18.9
Total charge: +4
E_LUMO (hartree): -0.4732
Energy relative to the best compared isomer or geometry (same formula, charge and spin) (kcal/mol): 37.8
Energy (eV): -145769.9711

Last column: Mulliken charge in e.
Atoms and positions in Å:
Pt: 0.0198 -0.2001 -0.5563  1.37
C: -0.4395 3.6318 1.0841  -1.08
Sb: -1.3802 1.8739 0.3833  0.58
C: -2.4595 2.5777 -1.3121  -1.11
C: -2.9294 1.5705 1.8311  -1.46
C: -2.3959 1.3570 3.2130  0.67
C: -2.2463 2.4462 4.0667  -0.47
C: -1.7809 2.2728 5.3660  -0.91
C: -1.4542 1.0028 5.8157  -0.88
C: -1.5959 -0.0894 4.9659  -0.44
C: -2.0675 0.0740 3.6669  0.68
C: -2.2565 -1.1261 2.7927  -1.48
Sb: -0.5080 -1.6511 1.6600  0.72
C: -1.0148 -3.6777 1.2407  -1.32
C: 0.9674 -1.8942 3.1555  -1.19
H: -0.0326 3.4739 2.0733  0.24
H: -1.2359 4.3777 1.1196  0.55
H: 0.3377 3.9759 0.4034  0.44
H: -3.4968 2.6951 -0.9975  0.58
H: -2.4103 1.8860 -2.1485  0.29
H: -2.0665 3.5482 -1.6106  0.48
H: -3.5945 0.7898 1.4684  0.60
H: -3.4436 2.5304 1.7319  0.76
H: -2.5365 3.4365 3.7335  0.51
H: -1.7083 3.1219 6.0327  0.49
H: -1.1233 0.8550 6.8354  0.48
H: -1.3798 -1.0844 5.3395  0.54
H: -3.0997 -1.0625 2.1086  0.49
H: -2.3665 -2.0384 3.3829  0.85
H: -1.5439 -4.0010 2.1386  0.54
H: -0.1356 -4.3061 1.1255  0.48
H: -1.6700 -3.7708 0.3775  0.42
H: 0.6693 -2.7939 3.6958  0.56
H: 0.9519 -1.0365 3.8164  0.32
H: 1.9597 -2.0429 2.7334  0.46
C: 1.3797 -4.1514 -2.2816  -1.06
C: 0.9481 -3.1724 -1.3841  -0.10
N: 0.7492 -1.9097 -1.7265  0.42
C: 1.0199 -1.5346 -3.0161  -0.51
C: 1.4674 -2.4524 -3.9766  1.17
C: 1.6346 -3.7961 -3.5812  -0.95
C: 1.7513 -2.0158 -5.3104  -0.95
C: 1.6230 -0.7157 -5.6537  -0.99
C: 1.1996 0.2519 -4.6872  1.06
C: 1.1202 1.6275 -4.9878  -0.75
C: 0.7761 2.5197 -4.0025  -1.27
C: 0.4760 2.0354 -2.7299  -0.16
N: 0.4874 0.7427 -2.4300  0.23
C: 0.8762 -0.1572 -3.3843  -0.22
H: 1.5129 -5.1667 -1.9340  0.56
H: 0.7636 -3.4355 -0.3569  0.05
H: 1.9755 -4.5303 -4.3017  0.53
H: 2.0895 -2.7480 -6.0327  0.50
H: 1.8556 -0.3803 -6.6564  0.50
H: 1.3577 1.9724 -5.9873  0.52
H: 0.7347 3.5838 -4.1899  0.53
H: 0.2298 2.7289 -1.9367  0.62
Se: 1.4508 1.8943 3.7617  0.48
N: 3.1087 1.8806 3.2256  -0.67
C: 3.1516 1.3532 2.0109  0.56
C: 4.3287 1.1753 1.2419  -0.62
C: 4.1900 0.6128 0.0027  -1.05
C: 2.9210 0.2363 -0.4675  0.10
N: 1.7933 0.3869 0.2228  0.13
C: 1.8733 0.9520 1.4826  0.39
N: 0.8290 1.1512 2.2537  -0.56
H: 5.2878 1.4811 1.6434  0.56
H: 5.0416 0.4410 -0.6408  0.52
H: 2.8321 -0.2118 -1.4480  0.41
Cl: -2.2408 -0.9011 -1.1046  -0.09
C: -2.7642 -1.4327 -2.8483  -0.46
Cl: -2.0030 -2.8801 -3.3634  0.03
H: -2.5329 -0.5829 -3.4806  0.31
H: -3.8282 -1.5747 -2.6776  0.48

---

(2)
Below is C30H33ClIN3O4RuSi as an isolated structure, with properties calculated with ωB97M-V/def2-TZVPD.

Properties
HOMO (spin up / spin down) (eV): -7.0 / -7.2
E_LUMO (spin up / spin down) (hartree): 0.0052 / -0.0248
2S+1: 5
⟨S²⟩: 6.02
Energy (eV): -75387.7400

Last column: Mulliken charge in e.
Atoms and positions in Å:
Ru: 0.3433 1.2693 -0.0593  0.52
Cl: 5.4523 0.9877 4.9873  -0.29
C: 3.9835 1.0453 4.0717  0.83
C: 2.7763 1.0883 4.7328  -0.65
C: 1.6021 1.1457 4.0036  -0.36
I: -0.2746 1.2168 4.9390  0.02
C: 1.5642 1.1969 2.6058  0.31
O: 0.4642 1.3689 1.9787  -0.57
C: 2.8282 1.0755 1.9312  0.45
N: 2.7936 0.9943 0.5840  0.57
C: 3.9346 0.8744 -0.0685  -0.25
C: 5.1820 0.8503 0.5602  -1.28
C: 5.2444 0.9374 1.9300  -0.86
C: 4.0460 1.0260 2.6642  -0.24
H: 2.7471 1.0954 5.8114  0.45
H: 3.8744 0.8025 -1.1452  0.31
H: 6.0829 0.7649 -0.0289  0.42
H: 6.1856 0.9380 2.4548  0.45
C: 2.1450 2.5188 -2.5488  -1.11
Si: 1.0446 1.0015 -2.9579  0.16
C: 0.8196 1.1348 -4.8533  -1.42
C: 1.9038 -0.6885 -2.6129  -0.85
N: -0.3757 1.0156 -1.9420  0.85
C: -1.6728 0.7219 -2.2025  0.06
C: -2.1804 0.4937 -3.4941  -0.82
C: -3.5144 0.2321 -3.7245  -0.98
C: -4.4133 0.1713 -2.6733  -0.80
C: -3.9517 0.3573 -1.3819  -0.80
C: -2.6153 0.6242 -1.1387  0.74
O: -2.1144 0.6924 0.1475  0.75
C: -2.9775 1.0243 1.1754  -0.01
C: -3.0103 0.1876 2.2850  -0.37
C: -3.8640 0.4739 3.3342  -0.64
C: -4.6823 1.5898 3.2807  -0.55
C: -4.6230 2.4406 2.1887  -0.69
C: -3.7738 2.1650 1.1330  -0.02
H: 3.1600 2.3637 -2.9027  0.41
H: 2.1783 2.7400 -1.4806  0.31
H: 1.7600 3.4024 -3.0501  0.42
H: 1.7830 1.3440 -5.3095  0.40
H: 0.1552 1.9550 -5.1083  0.40
H: 0.4382 0.2204 -5.2973  0.38
H: 2.8437 -0.7909 -3.1466  0.54
H: 1.2556 -1.5022 -2.9295  0.27
H: 2.1125 -0.8161 -1.5525  0.04
H: -1.5014 0.5300 -4.3257  0.29
H: -3.8603 0.0693 -4.7337  0.42
H: -5.4592 -0.0291 -2.8475  0.42
H: -4.6379 0.2832 -0.5501  0.47
H: -2.3553 -0.6718 2.3181  0.39
H: -3.8916 -0.1817 4.1909  0.49
H: -5.3598 1.8005 4.0923  0.39
H: -5.2430 3.3247 2.1571  0.41
H: -3.7164 2.8254 0.2792  0.45
C: 0.0105 3.2347 -0.1106  -1.34
H: -0.3940 3.7443 -0.9801  0.37
H: -0.0077 3.8153 0.8082  0.35
O: 0.7685 -1.5497 2.2086  -0.56
C: 0.2380 -1.8807 1.1860  -0.61
O: 0.2710 -1.1321 0.0796  0.75
C: -0.4899 -3.2122 0.9706  0.69
N: -0.9478 -3.2800 -0.4233  -0.54
C: -0.0822 -4.2476 -1.1011  -0.53
C: 0.3083 -5.2651 -0.0283  -0.66
C: 0.4984 -4.3812 1.2031  -0.92
H: -1.3281 -3.2550 1.6711  0.50
H: -0.2641 -1.6093 -0.6063  0.02
H: -1.9111 -3.5871 -0.4683  0.32
H: 0.8035 -3.7159 -1.4622  0.04
H: -0.5894 -4.6906 -1.9564  0.52
H: 1.1988 -5.8292 -0.2917  0.39
H: -0.5164 -5.9596 0.1356  0.29
H: 1.5194 -3.9999 1.2603  0.36
H: 0.2772 -4.8992 2.1312  0.36

---

(3)
Below is C30H33CrN5O2 as an isolated structure, with properties calculated with ωB97M-V/def2-TZVPD.

Properties
HOMO (spin up / spin down) (eV): -5.8 / -7.0
E_LUMO (spin up / spin down) (hartree): 0.0088 / -0.0105
2S+1: 5
Energy relative to the best compared isomer or geometry (same formula, charge and spin) (kcal/mol): 0.0
⟨S²⟩: 6.08
Energy (eV): -71613.7485

Last column: Mulliken charge in e.
Atoms and positions in Å:
Cr: 0.1819 0.5705 0.0404  -0.07
C: 2.6345 1.4814 -1.4619  -1.56
N: 2.3278 1.3431 -0.0219  1.16
C: 2.3793 2.7072 0.5618  -1.03
C: 2.1907 2.7983 2.0788  -0.95
C: 1.0296 1.9494 2.6156  -0.76
N: 0.0029 1.9298 1.5922  0.98
C: -0.8994 2.8359 1.5869  -0.65
C: -1.7420 3.1527 0.4596  1.12
C: -2.8699 3.9610 0.6602  -0.60
C: -3.6520 4.3703 -0.3939  -0.84
C: -3.2773 4.0008 -1.6909  -0.52
C: -2.1592 3.2323 -1.9202  -0.78
C: -1.3685 2.7674 -0.8535  0.00
O: -0.3094 2.0352 -1.1026  -0.52
C: 3.3910 0.5204 0.5940  -0.74
C: 3.2042 -0.9693 0.4137  -1.27
C: 2.1396 -1.5697 1.3245  -0.81
N: 0.7658 -1.4280 0.8246  0.31
C: -0.9407 -2.5241 0.0378  0.44
C: -2.2180 -1.8932 -0.4034  -0.92
C: -3.1664 -2.6682 -1.0672  -0.92
C: -4.3549 -2.1223 -1.5282  -0.92
C: -4.6071 -0.7729 -1.3229  -0.65
C: -3.6804 0.0186 -0.6656  -0.45
C: -2.4837 -0.5357 -0.2070  0.72
O: -1.6175 0.2207 0.4724  -0.61
H: 3.5744 2.0308 -1.5888  0.52
H: 1.8258 2.0177 -1.9531  0.14
H: 2.7380 0.4988 -1.9148  0.51
H: 1.6075 3.2855 0.0546  0.38
H: 3.3478 3.1561 0.3064  0.50
H: 1.9867 3.8509 2.2912  0.43
H: 3.1089 2.5518 2.6140  0.46
H: 0.6529 2.3629 3.5555  0.56
H: 1.3399 0.9216 2.8083  -0.05
H: -1.0062 3.4686 2.4741  0.38
H: -3.1244 4.2535 1.6733  0.41
H: -4.5315 4.9762 -0.2270  0.40
H: -3.8781 4.3240 -2.5323  0.41
H: -1.8737 2.9390 -2.9219  0.43
H: 3.4164 0.7281 1.6632  0.32
H: 4.3555 0.8467 0.1836  0.37
H: 4.1535 -1.4489 0.6633  0.48
H: 3.0065 -1.2275 -0.6299  0.17
H: 2.1778 -1.0986 2.3122  0.64
H: 2.3717 -2.6205 1.4719  0.61
H: -1.0318 -3.5887 -0.1651  0.65
H: -2.9621 -3.7216 -1.2247  0.43
H: -5.0761 -2.7445 -2.0416  0.38
H: -5.5323 -0.3334 -1.6756  0.46
H: -3.8586 1.0736 -0.4939  0.32
N: -0.9644 -1.6432 2.5395  -0.68
C: -0.3044 -2.3096 1.4573  0.98
C: 0.2548 -3.6300 1.9155  -1.05
C: 0.9842 -4.4677 1.1353  -1.11
C: 1.4478 -4.2693 -0.2025  -1.06
C: 1.2484 -3.1594 -1.0251  0.20
C: 1.6926 -3.1105 -2.3464  -1.00
C: 1.4392 -2.0139 -3.1808  -1.42
C: 0.7946 -0.9088 -2.6493  -0.55
N: 0.3610 -0.8461 -1.3962  1.19
C: 0.4165 -1.9981 -0.5458  1.76
H: -1.5412 -0.8880 2.1832  0.31
H: -1.5307 -2.2894 3.0730  0.35
H: 0.0578 -3.9077 2.9445  0.34
H: 1.2914 -5.4030 1.5915  0.37
H: 2.0151 -5.0863 -0.6352  0.41
H: 2.2386 -3.9648 -2.7321  0.44
H: 1.7555 -2.0090 -4.2131  0.38
H: 0.6532 -0.0089 -3.2398  0.60

---

> Among the records above, which one has the lowest energy?

C30H33Cl2N5PtSb2Se